Entry 1:
Entry from the Open Molecules 2025 dataset: a molecular structure, C47H51CrN9O2 in a non-equilibrium geometry (wB97M-V/def2-TZVPD).

Cartesian coordinates (Å):
Cr (2.9502, -0.5779, -1.7066)
C (-0.0690, 0.3529, -0.1985)
O (1.1788, -0.2607, -0.4855)
H (-0.6320, 0.6181, -1.0934)
H (-0.7155, -0.3520, 0.3243)
H (0.1079, 1.2763, 0.3529)
C (1.7499, 1.7749, -3.9534)
O (2.8974, 1.3558, -3.2346)
H (1.7156, 2.8582, -4.0683)
H (1.7106, 1.3583, -4.9599)
H (0.8347, 1.5655, -3.3996)
N (3.3352, -2.5542, -0.7474)
C (2.9516, -2.8282, 0.5610)
C (3.1525, -4.0332, 1.1696)
C (3.7249, -5.1015, 0.4684)
C (4.0694, -4.9076, -0.8604)
C (3.9094, -3.6509, -1.3828)
H (2.4911, -2.0131, 1.0995)
H (2.8370, -4.0632, 2.2021)
H (3.8860, -6.0517, 0.9558)
H (4.3966, -5.6853, -1.5346)
H (4.1675, -3.5270, -2.4242)
N (-3.6796, -3.5681, -3.9374)
C (-3.5339, -2.6120, -4.9293)
C (-2.9434, -1.3599, -4.7164)
C (-2.6421, -0.9661, -3.3892)
C (-2.7552, -1.9318, -2.3824)
C (-3.2783, -3.1774, -2.7081)
H (-3.9719, -2.9843, -5.8436)
H (-2.7941, -0.6972, -5.5560)
H (-2.1895, -0.0192, -3.1347)
H (-2.4570, -1.6598, -1.3806)
H (-3.3374, -3.9867, -1.9954)
N (-4.3143, -0.7823, 0.7993)
C (-4.0123, 0.4990, 0.6059)
C (-4.5178, 1.5075, 1.4109)
C (-5.4505, 1.2463, 2.4704)
C (-5.7995, -0.0803, 2.6051)
C (-5.2298, -1.0399, 1.7621)
H (-3.3355, 0.7409, -0.2002)
H (-4.2260, 2.5151, 1.1540)
H (-5.8533, 2.0126, 3.1162)
H (-6.5626, -0.3915, 3.3033)
H (-5.7039, -2.0102, 1.7486)
N (-2.1645, 4.9110, -4.9866)
C (-1.9527, 3.5823, -4.8157)
C (-1.8210, 2.9733, -3.5473)
C (-2.0899, 3.7470, -2.4012)
C (-2.3345, 5.1038, -2.6101)
C (-2.4263, 5.6749, -3.8957)
H (-1.8616, 3.0425, -5.7467)
H (-1.6210, 1.9221, -3.4005)
H (-2.1330, 3.2966, -1.4206)
H (-2.6538, 5.7578, -1.8121)
H (-2.7067, 6.7070, -4.0455)
N (3.7191, -0.3977, 4.8186)
C (5.0343, -0.2088, 4.7425)
C (5.6762, 0.3016, 3.5620)
C (4.8280, 0.5657, 2.4650)
C (3.4690, 0.4728, 2.5877)
C (2.9262, 0.0045, 3.7556)
H (5.5883, -0.4215, 5.6448)
H (6.7333, 0.4866, 3.4408)
H (5.3619, 0.8631, 1.5745)
H (2.7159, 0.6741, 1.8403)
H (1.8717, -0.1793, 3.8989)
N (1.0183, -2.8173, 3.4428)
C (-0.1350, -2.1831, 3.0084)
C (-1.4187, -2.6596, 3.3307)
C (-1.5693, -3.8199, 3.9911)
C (-0.4120, -4.4996, 4.4509)
C (0.8384, -3.9640, 4.1404)
H (0.0919, -1.3080, 2.4175)
H (-2.3622, -2.2262, 3.0336)
H (-2.5232, -4.2245, 4.2957)
H (-0.5192, -5.3696, 5.0818)
H (1.7549, -4.3925, 4.5185)
N (1.8899, 4.6153, 1.7736)
C (0.8574, 5.4209, 1.2549)
C (0.4317, 5.1735, -0.0538)
C (1.0171, 4.1925, -0.8627)
C (2.0734, 3.4220, -0.3219)
C (2.4371, 3.6744, 0.9727)
H (0.2912, 6.0326, 1.9416)
H (-0.4144, 5.7656, -0.3701)
H (0.6832, 3.9857, -1.8688)
H (2.5619, 2.5941, -0.8142)
H (3.2684, 3.1040, 1.3599)
N (-2.3846, 2.4174, 5.3707)
C (-2.3252, 1.4922, 4.3948)
C (-1.2984, 1.3878, 3.4921)
C (-0.1791, 2.1957, 3.5933)
C (-0.1993, 3.1604, 4.6001)
C (-1.2687, 3.1827, 5.4888)
H (-3.2628, 0.9678, 4.2849)
H (-1.3361, 0.6517, 2.7028)
H (0.7262, 2.0531, 3.0219)
H (0.6345, 3.8181, 4.7970)
H (-1.4115, 3.9027, 6.2810)
N (2.0815, -1.7729, -3.2935)
C (0.7823, -2.1148, -3.3384)
C (0.2181, -3.0910, -4.2408)
C (1.0316, -3.6281, -5.1550)
C (2.3561, -3.2491, -5.1760)
C (2.8646, -2.4213, -4.2096)
H (0.0853, -1.5762, -2.7135)
H (-0.8350, -3.3139, -4.1539)
H (0.7182, -4.4501, -5.7813)
H (3.0313, -3.7084, -5.8827)
H (3.8897, -2.1076, -4.3405)

Net charge: 0
Total energy: -95488.134 eV
Maximum force: 0.085 hartree/bohr
Orbital gap (spin up / spin down): 7.060 / 6.957 eV
E_HOMO (spin up / spin down): -7.393 / -7.445 eV
Multiplicity: 5
LUMO level (spin up / spin down): -0.33 / -0.49 eV
Molecular weight: 825.982 g mol⁻¹

Mulliken atomic charge list, values in e, 2 entries: 0.66, 0.23

Entry 2:
Entry from the Open Molecules 2025 dataset: a molecular structure, C47H51N4O3P3RbS2 in a non-equilibrium geometry (wB97M-V/def2-TZVPD).

Cartesian coordinates (Å):
Rb (-1.3614, 0.7535, -0.6598)
C (-4.2608, -0.8026, -2.4012)
C (-4.9072, -1.2591, -1.1267)
C (-6.0489, -2.0803, -1.1817)
C (-6.6581, -2.4421, -0.0136)
C (-6.1247, -2.0223, 1.2210)
C (-6.6871, -2.3909, 2.4515)
C (-6.0727, -1.9993, 3.6209)
C (-4.9334, -1.2135, 3.5997)
C (-4.3694, -0.7562, 2.4069)
S (-3.0530, 0.3180, 2.4595)
C (-4.9537, -1.2066, 1.1757)
N (-4.3975, -0.8429, 0.0098)
H (-5.0049, -0.3451, -3.0546)
H (-3.8261, -1.6520, -2.9315)
H (-3.4752, -0.0794, -2.1877)
H (-6.4275, -2.4253, -2.1353)
H (-7.5505, -3.0557, -0.0152)
H (-7.5870, -2.9915, 2.4638)
H (-6.4898, -2.3056, 4.5722)
H (-4.4549, -0.9282, 4.5261)
O (-0.8263, 0.9559, -3.1119)
N (-0.9344, -0.1787, -3.6672)
N (-0.7496, -1.2132, -2.9269)
O (-0.4495, -1.2102, -1.6629)
C (-0.9366, -2.4468, -3.5543)
C (-0.9769, -3.6006, -2.7737)
C (-1.1678, -4.8336, -3.3661)
C (-1.3204, -4.9350, -4.7403)
C (-1.2882, -3.7845, -5.5171)
C (-1.0994, -2.5464, -4.9362)
H (-0.8634, -3.4870, -1.7076)
H (-1.2027, -5.7230, -2.7514)
H (-1.4635, -5.9031, -5.2029)
H (-1.4111, -3.8572, -6.5895)
H (-1.0767, -1.6436, -5.5234)
C (3.3174, -1.1047, 4.8463)
S (4.8903, -1.3235, 3.9624)
C (5.1065, 0.3139, 3.1806)
C (4.5954, 0.3877, 1.7525)
C (3.0824, 0.1708, 1.6821)
N (2.5394, 0.4768, 0.3607)
P (1.8543, -0.8211, -0.6116)
C (3.4906, -1.7163, -0.5812)
C (4.4174, -1.2814, -1.5239)
C (5.7185, -1.7450, -1.5211)
C (6.1187, -2.6658, -0.5671)
C (5.2018, -3.1283, 0.3612)
C (3.8983, -2.6645, 0.3514)
C (0.9781, -1.8776, 0.6039)
C (0.8887, -3.2397, 0.3200)
C (0.2072, -4.0944, 1.1667)
C (-0.3867, -3.6005, 2.3178)
C (-0.3318, -2.2450, 2.5906)
C (0.3320, -1.3862, 1.7311)
P (1.5393, 1.8907, 0.3900)
C (2.8644, 3.1009, 0.8721)
C (4.0076, 3.2580, 0.0936)
C (4.9572, 4.2054, 0.4255)
C (4.7749, 5.0080, 1.5413)
C (3.6549, 4.8421, 2.3363)
C (2.7029, 3.8915, 2.0012)
C (1.5204, 2.4278, -1.3550)
C (2.1766, 1.8012, -2.4022)
C (2.0453, 2.2771, -3.6934)
C (1.2616, 3.3877, -3.9487)
C (0.6316, 4.0410, -2.9024)
C (0.7662, 3.5695, -1.6117)
H (3.2043, -1.9720, 5.4890)
H (2.4861, -1.0518, 4.1507)
H (3.3711, -0.2025, 5.4492)
H (6.1796, 0.5002, 3.2073)
H (4.6055, 1.0400, 3.8199)
H (5.0991, -0.3606, 1.1410)
H (4.8407, 1.3723, 1.3513)
H (2.6025, 0.8161, 2.4337)
H (2.8715, -0.8702, 1.9384)
H (4.1127, -0.5569, -2.2672)
H (6.4235, -1.3806, -2.2561)
H (7.1398, -3.0169, -0.5452)
H (5.5065, -3.8402, 1.1147)
H (3.2041, -3.0409, 1.0893)
H (1.3636, -3.6230, -0.5754)
H (0.1344, -5.1487, 0.9311)
H (-0.8975, -4.2676, 2.9974)
H (-0.8206, -1.8509, 3.4689)
H (0.3388, -0.3239, 1.9447)
H (4.1433, 2.6290, -0.7749)
H (5.8393, 4.3273, -0.1888)
H (5.5089, 5.7617, 1.7900)
H (3.5200, 5.4601, 3.2133)
H (1.8236, 3.7603, 2.6188)
H (2.7706, 0.9210, -2.2062)
H (2.5418, 1.7658, -4.5067)
H (1.1316, 3.7376, -4.9633)
H (0.0185, 4.9097, -3.0961)
H (0.2672, 4.0681, -0.7904)
C (-4.7392, 2.3927, 0.0700)
P (-3.3525, 3.5475, 0.2697)
C (-3.9432, 5.1426, -0.4427)
C (-3.1638, 3.8310, 2.0600)
O (-2.1032, 3.1162, -0.3756)
H (-5.6478, 2.7549, 0.5435)
H (-4.4290, 1.4528, 0.5288)
H (-4.9083, 2.2237, -0.9938)
H (-4.8575, 5.4942, 0.0264)
H (-4.1109, 4.9791, -1.5063)
H (-3.1569, 5.8867, -0.3283)
H (-4.0433, 4.2960, 2.4968)
H (-2.2811, 4.4492, 2.2254)
H (-3.0050, 2.8485, 2.5103)

Net charge: -1
Total energy: -111863.448 eV
Maximum force: 0.047 hartree/bohr
Orbital gap: 5.755 eV
E_HOMO: -3.699 eV
Multiplicity: 1
LUMO level: 2.06 eV
Molecular weight: 962.474 g mol⁻¹
Relative energy (zero: lowest compared OMol25 entry of this formula, charge and spin): 29.9 kcal/mol

Mulliken atomic charge list, values in e, 2 entries: 1.96, -1.02